[1]
{
  "formula": "C37H39AsCl2F2NO2PRuSSi",
  "method": "ωB97M-V with the def2-TZVPD basis set",
  "elements": ["Ru", "C", "Si", "C", "C", "C", "C", "C", "C", "N", "C", "S", "H", "H", "H", "H", "H", "H", "H", "H", "H", "H", "H", "H", "Cl", "C", "Cl", "C", "O", "O", "H", "C", "C", "As", "C", "C", "C", "C", "C", "C", "C", "C", "C", "C", "C", "C", "P", "C", "C", "C", "C", "C", "C", "C", "C", "C", "C", "C", "C", "H", "H", "H", "H", "H", "H", "H", "H", "H", "H", "H", "H", "H", "H", "H", "H", "H", "H", "H", "H", "H", "H", "H", "H", "F", "C", "F", "H", "H"],
  "xyz": [[0.00000, 0.00000, 0.00000], [-1.92380, 6.39820, -0.43660], [-2.71810, 4.70630, -0.82680], [-2.57370, 4.45630, -2.66960], [-4.58040, 4.86390, -0.43660], [-1.98410, 3.43550, 0.42490], [-2.19100, 3.79370, 1.78750], [-1.73850, 3.01010, 2.84730], [-1.06690, 1.84730, 2.55740], [-0.82700, 1.43200, 1.30840], [-1.28850, 2.23100, 0.20460], [-0.98530, 1.70610, -1.58250], [-2.34080, 7.16530, -1.09550], [-0.84270, 6.34880, -0.59480], [-2.11760, 6.68680, 0.60000], [-3.05410, 5.28800, -3.19600], [-3.07440, 3.54030, -2.99590], [-1.53010, 4.43220, -2.99590], [-5.03650, 5.60850, -1.09550], [-4.73360, 5.17600, 0.60000], [-5.07790, 3.90280, -0.59470], [-2.72000, 4.70960, 2.04410], [-1.91050, 3.30800, 3.87330], [-0.69130, 1.19690, 3.33800], [3.35560, 0.31490, 3.86520], [2.96290, -1.12760, 2.88530], [4.29000, -1.46650, 1.73680], [1.61720, -0.95320, 2.14740], [0.72950, -1.80820, 2.46080], [1.52150, 0.00000, 1.31910], [2.91240, -1.97630, 3.57370], [-1.36170, -2.99130, -2.87740], [-2.87450, -3.16950, -3.13880], [-3.32860, -4.66880, -4.38180], [-2.31690, -4.17040, -5.99530], [-1.99950, -5.16120, -6.93690], [-1.30200, -4.83290, -8.10370], [-0.92910, -3.50810, -8.34580], [-1.26220, -2.51120, -7.42570], [-1.95820, -2.83960, -6.25900], [-2.13970, -5.95100, -3.48660], [-0.90770, -6.36380, -4.02070], [-0.10450, -7.26770, -3.31780], [-0.52180, -7.76270, -2.07970], [-1.74310, -7.35290, -1.54070], [-2.54790, -6.45050, -2.24110], [-0.94270, -1.63230, -1.63230], [-1.91330, -2.41300, -0.25110], [-3.24280, -2.10330, 0.08950], [-3.87270, -2.77690, 1.14460], [-3.18900, -3.76430, 1.85930], [-1.87560, -4.08520, 1.52020], [-1.24380, -3.41400, 0.47240], [-1.86120, -0.20890, -2.39870], [-1.64350, 0.06160, -3.76150], [-2.26780, 1.14130, -4.38630], [-3.10580, 1.98040, -3.65250], [-3.30460, 1.74590, -2.28900], [-2.67690, 0.66350, -1.65900], [-0.83270, -2.77870, -3.82320], [-0.93090, -3.92540, -2.46980], [-3.32190, -2.23550, -3.53230], [-3.38760, -3.41810, -2.19150], [-2.29050, -6.18940, -6.76130], [-1.05240, -5.60550, -8.82140], [-0.39030, -3.25360, -9.24930], [-0.98640, -1.48410, -7.61940], [-2.22510, -2.05350, -5.57580], [-0.55090, -5.98990, -4.96500], [0.84500, -7.58140, -3.73190], [0.10260, -8.46020, -1.53670], [-2.06570, -7.73220, -0.57970], [-3.49080, -6.13560, -1.81210], [-3.81310, -1.37190, -0.45430], [-4.89510, -2.53920, 1.40470], [-3.67790, -4.28700, 2.67110], [-1.34410, -4.85540, 2.06530], [-0.22420, -3.67890, 0.21900], [-0.97980, -0.55910, -4.34480], [-2.09280, 1.33090, -5.43770], [-3.58550, 2.82070, -4.13730], [-3.93730, 2.41230, -1.71770], [-2.81950, 0.53110, -0.59830], [2.52220, -1.05370, -1.17330], [1.67270, 0.00000, -1.45020], [2.36760, 1.18990, -1.35160], [1.27070, -0.10940, -2.47840], [-0.69100, -1.19650, 1.19650]],
  "homo_energy_ev": [-6.03, -6.03],
  "total_energy_ha": -6118.07635,
  "homo_lumo_gap_ev": [4.48, 4.45]
}



[2]
{
  "formula": "C37H39AuN2O2P3",
  "method": "ωB97M-V with the def2-TZVPD basis set",
  "elements": ["Au", "C", "P", "C", "C", "C", "C", "C", "C", "C", "C", "C", "C", "C", "C", "C", "C", "C", "C", "C", "P", "C", "C", "C", "C", "C", "C", "C", "C", "C", "C", "C", "C", "N", "H", "H", "H", "H", "H", "H", "H", "H", "H", "H", "H", "H", "H", "H", "H", "H", "H", "H", "H", "H", "H", "H", "H", "H", "H", "H", "C", "P", "C", "C", "H", "H", "H", "H", "H", "H", "H", "H", "H", "O", "C", "C", "C", "C", "O", "N", "H", "H", "H", "H"],
  "xyz": [[0.03718, -0.09547, 0.13736], [2.50802, 1.30612, 1.68662], [2.41162, 0.11415, 0.29462], [3.16003, -1.46519, 0.71822], [3.02895, -2.50024, -0.20947], [3.62663, -3.72340, 0.02937], [4.35526, -3.92309, 1.19706], [4.49102, -2.89695, 2.11677], [3.89620, -1.66451, 1.87890], [3.41130, 0.79475, -1.04720], [4.58432, 0.16979, -1.46570], [5.33668, 0.73061, -2.48785], [4.92245, 1.90448, -3.09821], [3.74858, 2.52447, -2.68925], [2.99150, 1.96926, -1.67264], [1.22544, 1.30335, 2.44672], [0.90284, 1.59730, 3.74685], [-0.50654, 1.46235, 3.87411], [-0.99502, 1.09136, 2.64700], [-2.37834, 0.75501, 2.17783], [-2.27207, -0.05801, 0.53733], [-3.09973, 0.88354, -0.75144], [-4.07884, 1.83719, -0.48869], [-4.66682, 2.52723, -1.53856], [-4.28821, 2.26045, -2.84638], [-3.32178, 1.29924, -3.11299], [-2.72006, 0.61495, -2.06954], [-3.07154, -1.66389, 0.64839], [-2.72665, -2.50217, 1.71200], [-3.29242, -3.76086, 1.80740], [-4.19298, -4.19152, 0.83862], [-4.53179, -3.36312, -0.22110], [-3.97015, -2.09796, -0.32264], [0.06506, 1.02122, 1.77169], [2.68055, 2.27545, 1.20751], [3.37010, 1.09865, 2.31915], [2.46678, -2.33998, -1.12346], [3.52763, -4.52345, -0.69286], [4.81605, -4.88300, 1.38798], [5.05989, -3.05059, 3.02352], [3.99922, -0.87903, 2.61523], [4.92214, -0.74267, -0.99382], [6.25002, 0.24573, -2.80525], [5.51277, 2.33626, -3.89543], [3.42218, 3.43923, -3.16662], [2.06732, 2.43930, -1.35832], [1.59373, 1.89075, 4.52063], [-1.09231, 1.63568, 4.76254], [-3.01570, 1.63841, 2.09492], [-2.87357, 0.06172, 2.85853], [-4.39909, 2.04306, 0.52446], [-5.42509, 3.27056, -1.33259], [-4.74746, 2.80444, -3.66106], [-3.03129, 1.08749, -4.13329], [-1.95754, -0.12901, -2.27445], [-1.99855, -2.18655, 2.45049], [-3.02599, -4.40585, 2.63417], [-4.63211, -5.17781, 0.91291], [-5.23642, -3.69791, -0.97046], [-4.24071, -1.45434, -1.14937], [0.99435, 5.33995, -0.08883], [0.03528, 3.77653, -0.21512], [-0.67470, 4.00683, -1.89591], [-1.41099, 4.22587, 0.81977], [0.38830, 6.20708, -0.36020], [1.86471, 5.30184, -0.74585], [1.35175, 5.47030, 0.93366], [-1.24568, 4.93514, -1.97400], [-1.32743, 3.16992, -2.14643], [0.13248, 4.03335, -2.63069], [-1.83068, 5.18986, 0.52396], [-1.10859, 4.26954, 1.86755], [-2.18531, 3.46599, 0.72216], [0.20704, -4.63346, 2.02076], [-0.01272, -4.20199, 0.92090], [-0.33047, -5.04066, -0.31738], [-0.59513, -3.99859, -1.40029], [-0.26600, -2.72228, -0.67703], [-0.28357, -1.58390, -1.29607], [-0.00002, -2.83520, 0.58875], [-1.18364, -5.68563, -0.11364], [0.52400, -5.68325, -0.52945], [-1.64494, -3.95775, -1.69967], [-0.00074, -4.10647, -2.30719]],
  "relative_energy_kj_mol": 147.1,
  "homo_energy_ev": -10.55,
  "total_energy_ha": -2852.92169,
  "homo_lumo_gap_ev": 6.81,
  "total_charge": 1
}



Number 1 is which compound? C37H39AsCl2F2NO2PRuSSi